Record 1
Computed, not measured: a cluster of 13 separate species, C5H35NO12 in total in a non-equilibrium geometry, with the ωB97M-V functional and the def2-TZVPD basis.

```
53
Properties=species:S:1:pos:R:3:forces:R:3:mulliken_charge:R:1
O 3.07244 -1.25676 1.30534 -0.167 0.297 0.052 -0.745
O 1.07865 -2.00587 2.76238 0.951 0.416 0.372 -0.794
O -1.31346 -0.69837 2.79073 0.346 -0.375 -0.110 -0.640
O 3.22305 1.31464 0.41084 -0.252 0.415 0.221 -0.708
O 0.10995 -4.17009 1.47177 -0.259 0.009 -0.034 -0.727
O -1.73808 2.71383 -0.15277 0.372 -0.252 -0.103 -0.716
O -1.42248 2.01567 2.47383 0.025 0.026 -0.211 -0.767
O 1.49676 3.45590 0.46883 -0.700 -0.027 0.399 -0.750
O 0.78665 -4.12459 -1.12220 -0.297 0.106 0.124 -0.778
O 3.06233 -2.71550 -0.98350 0.101 -0.351 -0.092 -0.722
O 2.61023 2.95452 -1.94130 0.303 0.167 0.024 -0.715
O 1.01440 3.14268 3.09122 -0.878 0.421 -0.395 -0.782
N -2.00783 0.77707 -2.25040 0.087 -0.731 -0.332 -0.070
C -2.56891 -0.80074 -0.52953 -0.177 -0.293 0.626 -0.429
C -1.03820 -0.66197 -0.63384 -0.126 0.406 -0.180 0.693
C -2.20017 1.05741 -3.67920 0.306 0.224 0.708 -1.144
C -0.80799 -0.03798 -2.01445 0.128 0.024 0.707 -0.548
C -3.14866 0.02717 -1.66986 -0.229 0.475 -0.318 -0.696
H 3.12088 -0.30706 1.01423 0.001 -0.594 -0.052 0.451
H 0.59772 3.17745 0.22091 0.173 0.131 -0.119 0.343
H 1.76060 2.58061 -2.18193 -0.104 -0.012 -0.044 0.290
H -0.52795 -1.61966 -0.56220 0.087 0.066 0.274 -0.420
H -3.89045 0.76668 -1.34330 0.044 -0.197 0.095 0.323
H -0.65647 0.02274 0.13118 -0.033 -0.305 0.019 -0.102
H 2.43724 3.43939 -1.11188 -0.063 -0.162 -0.337 0.379
H -0.64453 -0.83720 -2.74618 -0.211 0.127 -0.337 0.438
H 2.59413 2.05646 0.59924 0.406 -0.624 -0.280 0.382
H -2.88342 -1.84612 -0.57152 0.063 0.062 -0.275 0.390
H 2.26109 -3.29752 -1.04825 0.323 0.138 -0.044 0.448
H -1.46020 1.03325 2.57132 0.104 0.588 -0.235 0.390
H 3.82853 -3.27582 -1.17171 -0.296 0.186 0.051 0.304
H -2.93680 -0.46364 0.44185 0.183 0.137 -0.065 0.130
H -2.38000 3.39933 -0.33046 -0.189 0.239 -0.089 0.247
H 0.09256 2.79504 2.91234 0.495 -0.042 0.290 0.498
H -3.66407 -0.58849 -2.42239 0.291 -0.066 -0.015 0.295
H -1.83902 2.04317 -0.87202 -0.034 0.164 -0.210 0.472
H 1.42233 3.48702 1.45523 0.140 0.145 0.009 0.402
H -1.70360 -1.06803 3.58528 -0.161 -0.001 0.092 0.245
H 3.46617 1.47082 -0.51181 -0.058 -0.001 0.013 0.329
H 0.07864 0.60137 -1.98906 0.000 -0.072 -0.266 0.052
H -3.09322 1.65737 -3.78251 -0.225 0.196 -0.231 0.364
H 0.50963 -4.92463 1.91708 0.002 0.253 0.123 0.287
H 0.17257 -3.47583 -1.48747 0.056 -0.184 -0.098 0.317
H 1.84701 -1.62963 2.19145 -0.297 -0.194 -0.275 0.416
H 3.08400 -1.82840 0.50071 0.082 0.377 0.113 0.392
H -1.59916 2.26253 1.53541 0.001 -0.480 0.578 0.446
H -0.43802 -1.15529 2.71532 -0.345 0.355 0.097 0.386
H -2.31159 0.13514 -4.26173 0.030 -0.004 -0.005 0.368
H 1.50283 2.40726 3.44292 0.280 -0.493 0.249 0.297
H 1.52851 -2.06217 3.62239 -0.499 -0.143 -0.196 0.304
H 0.49512 -4.21940 -0.17998 0.115 0.072 -0.190 0.438
H -1.33888 1.62511 -4.04055 -0.150 -0.069 -0.102 0.291
H 0.35910 -3.34888 1.96018 0.253 -0.551 0.005 0.446
```
Positions in Å, forces in eV/Å.

Its molar mass is 301.33 g/mol. The value obtained for the HOMO-LUMO gap is 9.9 eV. The calculation puts the energy at -31815.7122 eV.

=====

Record 2
Computed, not measured: a cluster of 14 separate species, C5H35NO13 in total in a non-equilibrium geometry, with the ωB97M-V functional and the def2-TZVPD basis.

```
54
Properties=species:S:1:pos:R:3:forces:R:3:mulliken_charge:R:1
O 2.86407 3.50169 0.60301 0.761 0.011 -0.304 -0.650
O 3.18904 1.38138 -0.76796 0.153 0.048 0.065 -0.554
O 0.53542 -2.25433 1.75710 1.887 -4.250 2.996 -0.617
O 2.94089 -1.55713 2.44786 1.195 -1.157 1.472 -0.724
O -2.52243 -2.87008 0.17067 2.960 0.374 -0.313 -0.655
O -0.18667 -4.15401 -0.31547 -2.345 -3.454 -4.242 -0.712
O 1.63653 1.87204 -2.87695 4.257 -0.415 -2.129 -0.746
O -2.98130 1.97506 -2.19523 -0.257 0.276 1.461 -0.677
O -0.14405 3.68291 2.28179 -0.883 0.407 0.199 -0.635
O -2.17216 -2.76257 2.89162 2.619 -1.074 -2.244 -0.587
O 4.19044 -0.95650 0.17569 -3.875 -0.939 1.763 -0.637
O -0.40564 2.74301 -1.60610 2.708 0.287 1.057 -0.573
O -3.45879 -0.66266 -0.93988 -1.442 1.185 -1.414 -0.480
N 0.51913 0.78596 0.72694 2.023 1.715 -0.066 -0.017
C -2.48834 1.60620 0.71753 -2.483 -0.897 0.266 -0.840
C -0.46074 -0.59545 -1.05962 -0.670 -0.838 -0.801 0.685
C 0.80207 -1.07653 -1.77592 -2.681 -1.301 -0.648 -0.878
C -1.80548 0.45304 0.68578 0.278 0.730 1.200 -0.256
C -0.51839 0.29121 -0.05539 -0.494 -0.956 1.215 -0.132
H 0.81330 1.72546 -2.55527 -3.975 -0.877 1.841 0.333
H -2.86455 -2.47510 3.38180 -3.139 1.333 3.015 0.338
H -2.00883 -0.41751 1.41029 -0.102 1.530 -1.124 0.077
H 0.38242 -1.77648 -2.61812 1.219 1.556 1.074 0.241
H 2.86433 1.47360 -1.67376 -0.164 -0.200 -0.133 0.350
H 1.29657 -1.76493 -1.08995 0.855 0.397 -0.100 0.121
H 0.72767 3.74430 1.90914 0.954 0.126 -0.418 0.308
H -3.12851 -3.54057 0.30266 -2.496 -2.135 0.376 0.294
H -0.89814 1.95591 -1.60215 -1.109 -1.986 0.316 0.274
H 0.07282 -1.55102 1.45688 -2.453 3.862 -1.438 0.380
H 0.36939 -4.26231 -1.11297 -0.408 0.388 0.945 0.318
H -3.48987 1.56358 1.26101 1.534 0.295 -0.348 0.149
H 0.19467 -3.64459 0.30238 2.925 3.129 3.648 0.236
H -3.18853 -1.33461 -0.34836 0.909 -1.114 1.298 0.259
H 2.41556 -2.18168 2.99769 0.598 0.965 -1.047 0.275
H -2.45526 2.46863 0.01419 0.763 -0.830 0.849 0.364
H 1.47893 0.85833 0.27183 -1.562 0.044 0.503 0.261
H -4.03682 -1.16755 -1.50680 -0.454 -0.008 -0.625 0.284
H 3.57871 2.87455 0.89396 -1.219 0.860 -0.805 0.291
H 2.85985 3.42301 -0.38788 0.083 -0.227 1.733 0.317
H -0.56486 4.52849 2.04813 0.206 -0.556 0.110 0.296
H -2.53371 -2.64126 2.00058 0.695 -0.168 -0.392 0.321
H -2.95910 1.24240 -1.54999 -0.307 0.144 0.060 0.199
H 2.37731 -0.87765 2.11502 -1.201 0.520 -0.162 0.344
H 0.33912 -2.34072 2.73518 -0.262 0.156 -1.916 0.254
H -1.01414 3.31935 -1.96844 -1.995 2.161 -1.159 0.315
H 0.31172 1.67707 1.27335 0.075 -1.659 -1.224 0.080
H 3.93611 -1.33108 1.09453 0.172 0.550 -1.795 0.409
H -2.82455 1.51393 -2.98797 0.195 -0.717 -1.867 0.331
H 1.33068 -0.19989 -2.13667 0.684 -0.731 -0.118 0.128
H 5.09122 -0.96183 0.19629 3.970 0.075 -0.164 0.239
H 3.54329 0.49964 -0.62486 0.261 -0.494 -0.044 0.309
H 1.55380 2.78276 -3.08427 0.274 1.423 -0.421 0.268
H -1.41916 -1.14914 -1.31438 1.521 1.214 0.249 0.375
H -1.68498 -3.43634 0.03146 -0.758 1.221 -0.255 0.347
```
Positions in Å, forces in eV/Å.

Its molar mass is 317.33 g/mol. The value obtained for the HOMO-LUMO gap is 8.1 eV. The calculation puts the energy at -33858.2370 eV.

=====

| no. | E_HOMO (eV) |
| --- | --- |
| 1 | -9.666 |
| 2 | -7.887 |